46
Properties=species:S:1:pos:R:3:forces:R:3:mulliken_charge:R:1 method="wB97M-V/def2-TZVPD" spin_multiplicity=1 energy_ev=-40163.2993 lumo_energy_ha=-0.019 de_lowest_ev=0.172 orbital_gap_ev=9.108
Xe -0.411772 0.462510 -0.019393 -0.1 0.0 0.0 0.050
O 2.902605 -1.311370 -0.095187 0.3 0.6 0.3 -0.682
H 2.168407 -1.788728 -0.481618 -0.6 -0.7 -0.5 0.343
H 3.564237 -1.982701 0.071487 0.2 -0.1 0.0 0.295
O 1.043725 -3.162873 -1.205861 0.8 -0.1 0.5 -0.708
H 0.468818 -3.016563 -1.957063 -0.4 0.4 -0.8 0.482
H 0.486373 -3.007696 -0.443293 -0.4 0.0 0.4 0.249
O 2.293012 1.832047 3.200856 0.1 0.6 0.6 -0.680
H 2.009683 0.959125 2.928886 0.0 -0.2 -0.1 0.408
H 2.723519 2.196420 2.427477 0.3 0.1 -0.4 0.391
O 1.030538 3.807272 -1.617491 0.0 0.3 0.4 -0.558
H 0.709041 3.091754 -2.166038 -0.4 -0.6 -0.4 0.374
H 1.550606 4.349397 -2.210675 0.2 0.2 0.1 0.263
O -4.210293 1.589082 -0.681053 -0.1 0.5 -0.1 -0.625
H -4.163359 1.250100 -1.574985 0.0 0.0 -0.2 0.301
H -4.100597 0.817262 -0.125637 0.0 -0.4 0.2 0.372
O 2.673692 0.855403 -1.793592 -0.1 0.5 -0.4 -0.707
H 2.801149 0.036245 -1.315097 0.2 -0.9 0.7 0.427
H 3.444581 0.926975 -2.356485 0.2 0.1 -0.2 0.270
O -1.648572 -0.086667 3.353588 -0.8 -0.5 -0.1 -0.632
H -1.826161 0.837591 3.179080 0.0 0.3 0.0 0.346
H -0.714638 -0.190200 3.171147 0.7 0.2 0.0 0.339
O 0.262603 -2.754834 1.650023 0.1 0.1 -0.2 -0.654
H -0.582811 -2.886024 2.079312 -0.4 0.0 0.1 0.276
H 0.803080 -3.482853 1.956798 0.3 -0.3 0.0 0.293
O -0.785487 4.163478 0.958567 -0.1 0.0 0.5 -0.630
H -0.181266 3.730691 0.355377 0.2 0.1 -0.4 0.256
H -1.651311 4.015729 0.578105 -0.2 0.0 -0.2 0.301
O 0.408883 1.421634 -3.208210 -0.8 0.5 -0.3 -0.708
H 1.083128 1.097738 -2.610953 0.7 -0.4 0.3 0.378
H 0.896570 1.768825 -3.955094 0.1 0.0 -0.3 0.284
O -0.969778 -2.638031 -3.132111 0.9 0.0 -0.5 -0.698
H -1.000891 -3.567137 -3.360201 -0.1 -0.2 -0.3 0.294
H -1.524733 -2.562769 -2.355850 -0.7 0.2 0.5 0.439
O 1.279875 -0.573540 3.032802 -0.4 -0.1 0.3 -0.652
H 1.023823 -1.286025 2.447105 0.0 -0.5 -0.6 0.350
H 1.298148 -0.972710 3.902606 0.2 0.1 0.4 0.250
O 2.905047 2.529307 0.466113 0.4 0.3 0.7 -0.704
H 2.890686 1.880404 -0.237407 -0.1 -0.2 -0.5 0.397
H 2.003747 2.847519 0.517525 -0.2 0.3 -0.2 0.334
O -2.720957 -2.663704 -1.097127 0.3 -0.5 -0.1 -0.680
H -3.195808 -3.493536 -1.051099 -0.1 -0.3 -0.1 0.284
H -3.161521 -2.099533 -0.461637 -0.4 0.6 0.3 0.361
O -3.957332 -0.894800 0.697515 0.0 -0.2 -0.2 -0.722
H -4.708247 -1.127708 1.243528 -0.4 0.0 0.1 0.284
H -3.210044 -0.916503 1.295263 0.5 0.3 0.5 0.347